97
Properties=species:S:1:pos:R:3:forces:R:3 method="wB97M-V/def2-TZVPD" e_above_lowest_kcal_mol=13.8 homo_lumo_gap_ev=5.98 total_charge=+2 homo_ha=-0.4701 e_tot_ha=-4569.68713 max_force_ev_per_a=0.797
Ta -0.718 -0.524 0.880 -0.040 0.483 -0.632
S -2.445 0.722 2.126 -0.059 0.059 0.176
C -1.553 2.203 2.265 -0.075 0.050 0.023
N -2.083 3.366 2.723 0.049 -0.050 -0.007
N -3.294 3.385 3.055 0.012 -0.036 -0.015
C -3.933 4.530 3.591 0.006 0.011 -0.007
C -5.304 4.442 3.798 0.038 0.039 0.003
C -5.968 5.540 4.318 -0.003 -0.011 -0.004
C -5.261 6.694 4.624 -0.026 0.010 0.012
C -3.887 6.760 4.414 0.020 -0.004 -0.006
C -3.205 5.675 3.895 -0.067 -0.016 -0.008
N -0.273 2.309 2.004 0.056 -0.048 0.168
N 0.363 1.253 1.590 0.092 -0.074 0.015
C 1.793 1.498 1.524 -0.016 0.047 -0.122
C 2.292 2.804 1.605 -0.086 -0.070 -0.098
C 3.655 3.036 1.554 -0.007 0.031 0.034
C 4.553 1.983 1.428 0.001 -0.014 0.014
C 4.062 0.693 1.347 0.032 0.003 0.005
C 2.695 0.448 1.393 0.013 -0.032 0.034
H -3.866 2.540 2.955 0.033 -0.012 -0.004
H -5.843 3.534 3.554 0.003 0.001 0.004
H -7.035 5.492 4.485 0.006 0.004 0.004
H -5.782 7.549 5.034 0.004 -0.006 -0.005
H -3.345 7.662 4.663 -0.006 -0.006 0.000
H -2.137 5.704 3.735 0.004 0.002 0.004
H 1.613 3.633 1.723 -0.009 0.022 0.030
H 4.017 4.053 1.628 0.003 -0.003 -0.003
H 5.618 2.169 1.406 -0.002 0.005 -0.001
H 4.743 -0.145 1.266 -0.003 -0.001 0.007
H 2.361 -0.578 1.366 -0.032 0.016 0.009
O -3.460 1.098 -4.502 -0.088 -0.144 0.202
C -2.930 2.233 -4.061 0.224 -0.104 -0.127
O -2.842 3.212 -4.747 -0.077 0.057 0.055
C -2.343 2.245 -2.683 0.045 -0.050 0.060
C -1.759 3.375 -2.154 -0.048 0.000 -0.020
N -1.270 3.037 -0.946 0.011 0.087 0.070
N -1.493 1.759 -0.641 0.027 -0.097 -0.206
C -2.144 1.264 -1.684 -0.138 0.074 0.015
C -2.545 -0.158 -1.597 0.064 0.013 0.048
O -3.145 -0.746 -2.466 -0.090 0.128 -0.062
O -2.176 -0.744 -0.476 0.123 -0.388 0.239
H -3.474 0.393 -3.816 0.032 0.110 -0.105
H -1.683 4.367 -2.569 0.005 -0.003 0.018
H -0.825 3.637 -0.268 0.005 0.009 0.020
Cl -2.498 -2.348 2.015 -0.109 -0.049 -0.007
C -1.388 -3.516 2.710 -0.004 -0.124 -0.021
C -1.807 -4.819 2.873 -0.024 0.053 0.010
C -0.898 -5.733 3.391 0.062 0.006 0.012
C 0.391 -5.343 3.720 -0.070 -0.035 -0.019
C 0.780 -4.024 3.545 0.018 0.021 0.008
Cl 2.387 -3.549 3.946 -0.017 -0.024 -0.026
C -0.110 -3.080 3.032 0.026 0.048 -0.048
S 0.370 -1.402 2.821 -0.043 -0.046 0.094
H -2.813 -5.113 2.609 0.016 -0.003 -0.002
H -1.200 -6.762 3.532 0.008 0.001 0.005
H 1.107 -6.055 4.103 -0.010 -0.005 -0.001
C 3.828 1.826 -3.250 -0.030 -0.012 -0.003
C 2.991 2.396 -2.110 0.055 -0.057 0.025
C 1.636 1.715 -1.928 0.009 -0.002 -0.167
S 1.843 -0.021 -1.486 -0.093 -0.038 -0.020
O 0.574 -0.330 -0.626 0.139 0.099 0.161
C 1.475 -0.877 -3.023 0.056 0.015 0.001
C 0.034 -0.807 -3.496 -0.031 -0.022 0.001
C -0.116 -1.460 -4.867 -0.002 -0.006 0.012
H 4.735 2.413 -3.387 -0.002 -0.002 0.007
H 3.282 1.839 -4.196 0.007 0.000 0.019
H 4.146 0.798 -3.048 -0.011 -0.001 -0.004
H 2.787 3.452 -2.294 -0.010 0.011 0.002
H 3.542 2.343 -1.167 -0.033 0.009 -0.046
H 1.006 1.774 -2.820 0.012 0.014 0.068
H 1.097 2.125 -1.077 0.028 0.012 0.019
H 1.809 -1.900 -2.846 -0.001 0.006 0.009
H 2.176 -0.427 -3.733 0.012 0.007 -0.015
H -0.306 0.230 -3.546 -0.006 -0.014 -0.005
H -0.599 -1.325 -2.774 0.039 0.020 -0.036
H 0.480 -0.944 -5.621 -0.004 -0.004 0.004
H -1.157 -1.430 -5.185 0.007 -0.003 -0.003
H 0.200 -2.505 -4.844 -0.003 0.017 0.000
O 3.690 -2.909 -1.771 0.090 -0.020 0.052
C 3.570 -4.294 -2.083 -0.004 0.033 0.020
N 3.547 -5.142 -0.922 0.031 0.080 -0.009
C 2.560 -5.110 0.019 -0.039 -0.072 0.002
O 2.670 -5.589 1.123 0.033 0.029 0.030
C 1.251 -4.477 -0.382 -0.016 0.004 -0.015
C 0.331 -5.133 -1.188 -0.050 0.049 -0.019
C -0.911 -4.549 -1.383 0.053 -0.052 0.017
C -1.195 -3.345 -0.769 -0.050 -0.026 0.025
N -0.300 -2.700 -0.002 -0.133 0.058 0.092
C 0.899 -3.266 0.181 0.040 -0.009 -0.027
H 4.591 -2.732 -1.472 -0.077 -0.020 -0.028
H 4.383 -4.623 -2.727 0.022 -0.030 -0.012
H 2.636 -4.383 -2.632 -0.017 -0.007 -0.012
H 4.411 -5.562 -0.606 -0.023 -0.004 -0.003
H 0.573 -6.088 -1.638 -0.002 0.002 0.006
H -1.668 -5.023 -1.992 0.005 -0.002 0.005
H -2.164 -2.881 -0.884 0.079 0.001 -0.025
H 1.599 -2.738 0.814 0.034 0.000 0.028